(P)
{"formula": "C3H8N2O", "method": "ωB97M-V with the def2-TZVPD basis set", "elements": ["H", "N", "C", "N", "H", "H", "H", "C", "C", "O", "H", "H", "H", "H"], "coordinates": [[-2.48, 1.46, -1.40], [-1.89, 1.06, -0.69], [-2.30, -0.11, -0.50], [-1.83, -0.90, 0.51], [-2.96, -0.66, -1.14], [-1.08, -0.37, 0.96], [-1.58, -1.89, 0.30], [2.88, -0.30, 0.61], [1.90, 0.58, 0.33], [1.09, 0.43, -0.77], [3.53, -0.17, 1.45], [2.85, -1.33, 0.12], [1.78, 1.42, 0.98], [0.08, 0.79, -0.75]], "mulliken_charge": [0.20, -0.73, 0.11, -0.48, 0.40, 0.26, 0.26, -0.67, 0.03, -0.55, 0.29, 0.19, 0.34, 0.36], "homo_lumo_gap_ev": 9.5, "smiles": "[H]/N=C/N.C=CO", "homo_ev": -8.64}

***

(Q)
{"formula": "C3H8N2O", "method": "ωB97M-V with the def2-TZVPD basis set", "elements": ["C", "C", "O", "N", "C", "N", "H", "H", "H", "H", "H", "H", "H", "H"], "coordinates": [[-2.08, -0.12, -0.56], [-0.62, -0.37, -0.46], [0.14, -0.55, -1.39], [-0.21, -0.24, 0.86], [1.18, -0.07, 1.00], [1.68, 1.15, 0.39], [-2.41, -0.19, -1.66], [-2.60, -0.95, 0.01], [-2.41, 0.97, -0.29], [-0.84, -0.68, 1.57], [1.39, -0.15, 2.03], [1.67, -0.97, 0.56], [1.31, 1.27, -0.56], [1.64, 2.00, 0.89]], "mulliken_charge": [-1.04, 0.61, -0.60, -0.23, -0.53, -0.53, 0.29, 0.31, 0.25, 0.29, 0.44, 0.29, 0.24, 0.21], "homo_lumo_gap_ev": 10.2, "smiles": "CC(=O)NCN", "homo_ev": -9.39}

***

(R)
{"formula": "C3H8N2O", "method": "ωB97M-V with the def2-TZVPD basis set", "elements": ["H", "N", "C", "C", "C", "N", "H", "H", "H", "H", "H", "O", "H", "H"], "coordinates": [[0.50, -1.81, -1.61], [0.48, -2.25, -0.68], [0.23, -1.40, 0.21], [0.17, 0.33, -0.23], [0.58, 1.17, 0.94], [0.39, 0.52, -1.46], [1.06, 1.25, -1.67], [0.27, -1.71, 1.26], [1.58, 0.90, 1.28], [0.54, 2.23, 0.69], [-0.11, 0.98, 1.77], [-1.90, 0.21, 0.09], [-2.27, 0.32, -0.79], [-1.51, -0.75, 0.18]], "mulliken_charge": [0.33, -0.62, -0.34, 0.90, -1.29, -0.76, 0.22, 0.43, 0.33, 0.38, 0.32, -0.69, 0.36, 0.44], "homo_lumo_gap_ev": 9.8, "smiles": "[H]/N=C\\C(C)=N\\[H].O", "homo_ev": -9.01}

***

(S)
{"formula": "C3H8N2O", "method": "ωB97M-V with the def2-TZVPD basis set", "elements": ["C", "C", "N", "H", "H", "H", "H", "H", "N", "C", "O", "H", "H", "H"], "coordinates": [[-0.63, 0.55, 1.41], [-0.33, 1.68, 0.79], [-0.84, 2.09, -0.40], [-1.05, -0.17, 0.74], [-0.36, 0.36, 2.49], [0.40, 2.18, 1.41], [-1.77, 1.88, -0.79], [-0.55, 2.82, -1.03], [0.38, -1.94, -1.39], [1.51, -1.75, -0.52], [2.08, -2.76, -0.16], [-0.43, -1.46, -0.91], [-0.04, -2.89, -1.36], [1.64, -0.59, -0.27]], "mulliken_charge": [-0.83, 0.17, -0.47, 0.20, 0.21, 0.32, 0.20, 0.19, -0.54, 0.30, -0.52, 0.25, 0.29, 0.24], "homo_lumo_gap_ev": 9.4, "smiles": "C=CN.NC=O", "homo_ev": -8.53}

***

Bottom line: (Q), by a margin of 1.142 eV.

***

(P)
{"formula": "C3H8N2O", "method": "ωB97M-V with the def2-TZVPD basis set", "elements": ["C", "C", "N", "C", "N", "O", "H", "H", "H", "H", "H", "H", "H", "H"], "coordinates": [[-1.05, -1.06, 0.80], [0.28, -0.28, 0.45], [0.84, 0.54, 1.49], [0.19, 0.70, -0.80], [0.37, 0.27, -2.08], [-0.34, 1.83, -0.51], [-1.95, -0.39, 0.82], [-1.23, -1.92, 0.09], [-0.76, -1.42, 1.82], [1.08, -1.09, 0.15], [1.78, 0.84, 1.15], [0.28, 1.55, 1.65], [0.39, 1.10, -2.56], [0.13, -0.66, -2.48]], "mulliken_charge": [-1.11, 0.34, -0.76, 0.31, -0.40, -0.61, 0.26, 0.30, 0.32, 0.25, 0.27, 0.33, 0.27, 0.25], "homo_lumo_gap_ev": 9.8, "smiles": "C[C@H](N)C(N)=O", "homo_ev": -9.07}

***

(Q)
{"formula": "C3H8N2O", "method": "ωB97M-V with the def2-TZVPD basis set", "elements": ["C", "N", "N", "C", "C", "O", "H", "H", "H", "H", "H", "H", "H", "H"], "coordinates": [[-1.92, -0.05, -0.34], [0.48, -0.09, 1.82], [1.06, -0.76, 0.82], [0.95, -0.46, -0.44], [1.54, -0.05, -1.53], [0.55, 1.30, 1.51], [0.32, 1.71, 2.35], [-1.62, -0.50, 0.69], [1.23, -1.72, 1.08], [-1.40, 0.89, -0.44], [-2.98, 0.18, -0.27], [-1.78, -0.68, -1.21], [0.98, 0.00, -2.45], [2.58, 0.24, -1.59]], "mulliken_charge": [-0.99, -0.62, 0.25, 0.20, -0.66, -0.38, 0.37, 0.19, 0.32, 0.26, 0.32, 0.24, 0.24, 0.27], "homo_lumo_gap_ev": [7.9, 8.3], "homo_ev": [-7.36, -7.76]}

***

Bottom line: (P), by a margin of 4.697 eV.

***

(P)
{"formula": "C3H8N2O", "method": "ωB97M-V with the def2-TZVPD basis set", "elements": ["C", "N", "C", "H", "H", "H", "H", "H", "N", "C", "O", "H", "H", "H"], "coordinates": [[1.02, 1.55, -0.88], [1.09, 0.59, -0.06], [1.29, 0.93, 1.34], [0.98, 1.28, -1.93], [1.25, 2.58, -0.60], [0.68, 1.77, 1.68], [1.04, 0.10, 2.00], [2.32, 1.23, 1.52], [-1.91, -1.33, 0.03], [-1.27, -1.87, -1.05], [-1.64, -1.74, -2.19], [-1.54, -1.46, 0.96], [-2.89, -1.13, -0.03], [-0.42, -2.52, -0.79]], "mulliken_charge": [-0.33, -0.28, -0.88, 0.26, 0.29, 0.34, 0.27, 0.34, -0.34, 0.14, -0.55, 0.21, 0.22, 0.31], "homo_lumo_gap_ev": 10.6, "smiles": "C=NC.NC=O", "homo_ev": -9.75}

***

(Q)
{"formula": "C3H8N2O", "method": "ωB97M-V with the def2-TZVPD basis set", "elements": ["C", "N", "O", "C", "C", "N", "H", "H", "H", "H", "H", "H", "H", "H"], "coordinates": [[-2.61, 0.36, 0.02], [-1.36, 0.46, 0.18], [-0.63, -0.50, -0.40], [0.48, -1.12, 0.25], [1.78, -0.31, -0.02], [1.81, 1.12, 0.04], [-2.99, -0.52, -0.52], [-3.22, 1.23, 0.48], [0.28, -1.34, 1.27], [0.64, -2.02, -0.31], [2.64, -0.73, 0.57], [2.32, -0.53, -0.95], [1.70, 1.69, -0.89], [2.63, 1.54, 0.46]], "mulliken_charge": [-0.30, -0.49, -0.06, -0.30, -0.57, -0.58, 0.32, 0.25, 0.37, 0.22, 0.38, 0.33, 0.22, 0.23], "homo_lumo_gap_ev": 9.7, "smiles": "C=NOCCN", "homo_ev": -8.62}

***

(R)
{"formula": "C3H8N2O", "method": "ωB97M-V with the def2-TZVPD basis set", "elements": ["C", "N", "C", "N", "C", "O", "H", "H", "H", "H", "H", "H", "H", "H"], "coordinates": [[-1.30, 0.95, -0.50], [-1.22, -0.08, 0.52], [-0.06, -0.92, 0.57], [0.80, -1.31, -0.54], [1.30, -0.35, 0.53], [1.58, 0.95, 0.18], [-0.49, 1.66, -0.35], [-2.24, 1.48, -0.36], [-1.26, 0.57, -1.53], [-2.05, -0.66, 0.50], [-0.20, -1.72, 1.29], [0.60, -0.80, -1.39], [2.04, -0.79, 1.21], [2.49, 1.02, -0.14]], "mulliken_charge": [-0.84, -0.31, -0.04, -0.66, -0.09, -0.51, 0.27, 0.34, 0.28, 0.23, 0.34, 0.30, 0.36, 0.32], "homo_lumo_gap_ev": 9.3, "smiles": "CN[C@H]1N[C@H]1O", "homo_ev": -8.45}

***

(S)
{"formula": "C3H8N2O", "method": "ωB97M-V with the def2-TZVPD basis set", "elements": ["C", "N", "C", "O", "C", "N", "H", "H", "H", "H", "H", "H", "H", "H"], "coordinates": [[0.83, 1.31, 1.64], [0.51, 0.41, 0.51], [-0.34, 0.71, -0.51], [-0.68, 1.82, -0.85], [-0.86, -0.58, -1.18], [-0.16, -1.88, -0.75], [0.89, 0.67, 2.47], [-0.03, 2.01, 1.64], [1.85, 1.80, 1.45], [0.68, -0.56, 0.71], [-1.88, -0.69, -0.82], [-0.95, -0.45, -2.32], [0.85, -2.01, -0.75], [-0.71, -2.57, -1.23]], "mulliken_charge": [-0.84, -0.16, 0.38, -0.62, -0.17, -0.60, 0.35, 0.29, 0.22, 0.31, 0.21, 0.26, 0.17, 0.20], "homo_lumo_gap_ev": 10.4, "smiles": "CNC(=O)CN", "homo_ev": -9.54}

***

Bottom line: (S), by a margin of 0.589 eV.

***

(P)
{"formula": "C3H8N2O", "method": "ωB97M-V with the def2-TZVPD basis set", "elements": ["C", "N", "C", "O", "N", "C", "H", "H", "H", "H", "H", "H", "H", "H"], "coordinates": [[-2.20, 0.01, 0.04], [-0.94, 0.02, 0.79], [0.23, 0.65, 0.03], [0.22, 1.78, -0.42], [1.03, -0.40, 0.07], [2.34, -0.38, -0.52], [-2.46, 1.03, -0.25], [-3.00, -0.43, 0.64], [-2.05, -0.59, -0.86], [-1.06, 0.46, 1.70], [-0.07, -0.89, 0.72], [3.11, -0.55, 0.24], [2.44, -1.17, -1.28], [2.53, 0.59, -1.00]], "mulliken_charge": [-0.78, -0.17, 0.22, -0.62, -0.37, -0.78, 0.33, 0.31, 0.28, 0.25, 0.52, 0.25, 0.25, 0.31], "homo_lumo_gap_ev": 9.9, "homo_ev": -9.04}

***

(Q)
{"formula": "C3H8N2O", "method": "ωB97M-V with the def2-TZVPD basis set", "elements": ["C", "N", "C", "O", "C", "N", "H", "H", "H", "H", "H", "H", "H", "H"], "coordinates": [[-2.07, -0.15, -0.76], [-0.83, -0.17, -0.07], [0.20, 0.61, -0.48], [0.21, 1.26, -1.51], [1.54, 0.34, 0.22], [1.40, -0.38, 1.49], [-2.05, -0.62, -1.74], [-2.95, -0.59, -0.28], [-2.43, 0.86, -1.01], [-0.69, -0.52, 0.83], [2.04, 1.28, 0.44], [2.27, -0.10, -0.47], [2.29, -0.49, 1.95], [1.07, -1.33, 1.38]], "mulliken_charge": [-0.87, -0.12, 0.30, -0.63, -0.14, -0.69, 0.26, 0.35, 0.29, 0.25, 0.29, 0.25, 0.24, 0.21], "homo_lumo_gap_ev": 10.4, "smiles": "CNC(=O)CN", "homo_ev": -9.54}

***

(R)
{"formula": "C3H8N2O", "method": "ωB97M-V with the def2-TZVPD basis set", "elements": ["C", "N", "C", "O", "N", "C", "H", "H", "H", "H", "H", "H", "H", "H"], "coordinates": [[-2.22, 0.04, 0.04], [-0.99, 0.08, 0.81], [0.14, 0.65, 0.07], [0.21, 1.76, -0.42], [0.99, -0.39, 0.08], [2.31, -0.40, -0.50], [-2.52, 1.04, -0.28], [-3.00, -0.42, 0.64], [-2.06, -0.58, -0.85], [-1.10, 0.52, 1.71], [0.33, -1.03, 0.61], [3.10, -0.55, 0.25], [2.42, -1.18, -1.27], [2.49, 0.57, -0.99]], "mulliken_charge": [-0.79, -0.30, 0.32, -0.62, -0.13, -0.75, 0.31, 0.30, 0.27, 0.20, 0.34, 0.27, 0.27, 0.29], "homo_lumo_gap_ev": 10.3, "smiles": "CNC(=O)NC", "homo_ev": -9.36}

***

Bottom line: (Q), by a margin of 0.405 eV.